{"formula": "C12H44B2FeO14S2", "method": "ωB97M-V/def2-TZVPD", "total_energy_ev": -99229.7915, "multiplicity": 6, "charge": -3, "largest_force_ev_per_a": 2.561, "gap_ha": [0.2338, 0.2310], "species": ["Fe", "S", "O", "O", "O", "O", "S", "O", "O", "O", "O", "B", "H", "H", "H", "H", "B", "H", "H", "H", "H", "C", "O", "H", "H", "H", "H", "C", "O", "H", "H", "H", "H", "C", "O", "H", "H", "H", "H", "C", "C", "C", "O", "H", "H", "H", "H", "H", "H", "H", "H", "C", "C", "C", "O", "H", "H", "H", "H", "H", "H", "H", "H", "C", "C", "C", "O", "H", "H", "H", "H", "H", "H", "H", "H"], "xyz": [[-1.435645, -0.867205, -0.371951], [-3.558820, 0.606574, -1.092548], [-4.773749, -0.163533, -1.235508], [-2.393099, 0.048395, -1.857750], [-3.687313, 2.043121, -1.264338], [-2.966685, 0.292390, 0.250631], [-2.877007, -2.880844, 0.633897], [-4.194684, -2.534143, 1.156641], [-2.715775, -2.374106, -0.768060], [-1.780178, -2.040280, 1.229668], [-2.579411, -4.301418, 0.744742], [0.030844, 0.595277, 0.358110], [0.779919, -0.292354, 0.193514], [0.550756, 1.589346, 0.689617], [-0.461998, 0.806755, -0.660860], [-0.811295, 0.313096, 1.091618], [0.109463, -2.105358, -1.519518], [-0.214638, -2.343689, -0.445671], [-0.297595, -1.075541, -1.831305], [1.284796, -2.076737, -1.632393], [-0.304573, -2.930964, -2.248755], [3.130082, 0.845568, 2.322937], [1.929379, 1.475143, 2.641939], [3.060723, -0.249874, 2.357108], [3.545489, 1.082303, 1.333694], [3.885255, 1.146373, 3.055848], [1.253585, 1.317863, 1.941080], [0.990399, -2.101690, 3.101742], [-0.097724, -2.985749, 3.127012], [1.638126, -2.309418, 2.231956], [0.689187, -1.054281, 3.024709], [1.655718, -2.267751, 3.956642], [-0.768821, -2.621229, 2.498774], [-0.017204, 4.723212, -0.785515], [-0.892146, 3.678152, -0.507042], [0.292281, 5.341408, 0.073604], [0.890741, 4.403365, -1.315180], [-0.496098, 5.449621, -1.455087], [-0.351439, 2.929112, -0.214420], [4.063410, -1.932142, -0.354675], [4.894842, -3.149885, 0.052159], [4.066367, -4.401986, 0.254130], [5.865923, -3.430804, -0.982869], [4.532726, -0.989083, -0.069678], [3.155145, -1.967837, 0.254758], [3.750216, -1.888073, -1.395718], [5.449183, -2.882961, 0.953385], [3.201341, -4.149576, 0.874129], [4.644310, -5.211566, 0.695895], [3.624175, -4.708001, -0.697104], [5.373628, -3.621418, -1.786049], [-1.123739, -0.031727, -4.749508], [-0.744581, 1.407331, -4.993360], [-0.636491, 2.243729, -3.717526], [0.479379, 1.512360, -5.729958], [-2.154809, -0.197720, -4.445408], [-0.491228, -0.540007, -4.019925], [-1.033586, -0.614389, -5.677125], [-1.567323, 1.826293, -5.594148], [-0.694299, 3.298903, -4.007185], [0.294528, 1.962228, -3.221945], [-1.433326, 2.081251, -2.987632], [0.634844, 2.447585, -5.883955], [-3.426798, 1.024407, 3.613430], [-3.016707, 2.399349, 3.108831], [-1.547217, 2.704672, 3.370793], [-3.319535, 2.557160, 1.735726], [-2.844979, 0.238188, 3.125623], [-4.472037, 0.804319, 3.398112], [-3.243978, 1.009072, 4.693664], [-3.585185, 3.178189, 3.644058], [-1.311357, 2.530546, 4.431016], [-1.270071, 3.733864, 3.148422], [-0.935549, 1.986524, 2.826778], [-3.218065, 1.660299, 1.323277]], "forces_ev_per_a": [[-0.9, -0.5, -0.3], [-0.8, 0.1, 0.5], [-0.2, 0.5, -0.8], [0.2, 0.1, -2.5], [-0.2, -0.2, -0.5], [-0.3, 0.5, 2.5], [-2.0, -0.9, -0.5], [0.7, -0.3, 0.2], [-0.4, -0.4, -1.0], [1.0, 0.6, 2.3], [0.2, 0.1, 0.1], [1.3, 0.2, 0.2], [0.8, -0.5, 0.2], [0.3, 0.9, 0.1], [-0.5, 0.6, -1.5], [-0.8, -0.3, 1.4], [1.1, -1.3, -1.3], [0.0, -0.7, 1.7], [-0.5, 1.6, -0.9], [0.9, 0.3, 0.2], [-0.5, -0.6, -0.5], [0.4, -0.5, -0.1], [-0.1, 0.3, 0.2], [-0.1, 0.0, 0.1], [-0.3, 0.2, -0.1], [-0.1, 0.1, 0.1], [0.5, -0.1, 0.3], [0.4, -0.3, -0.7], [0.0, 0.3, 0.4], [-0.1, 0.1, -0.1], [0.0, 0.1, 0.2], [-0.3, 0.1, 0.3], [0.1, -0.4, 0.0], [0.2, 0.7, -0.5], [0.4, 0.3, 0.1], [0.0, -0.4, 0.3], [0.0, -0.1, 0.1], [-0.2, -0.2, -0.1], [-0.5, -0.2, 0.1], [-0.5, -0.1, 1.2], [-0.1, 0.2, -1.3], [-0.7, 0.6, 0.3], [0.8, 0.1, 0.4], [0.3, -0.1, -0.3], [-0.2, 0.2, -0.3], [0.1, -0.3, 0.0], [0.2, -0.2, -0.1], [0.1, -0.3, 0.2], [0.0, -0.1, -0.1], [0.2, -0.1, -0.1], [-0.2, 0.1, 0.0], [0.6, -1.1, -0.5], [-1.2, 0.4, 0.7], [-0.2, -0.3, -0.2], [0.1, -0.4, -0.4], [0.0, 0.6, 0.4], [0.0, 0.2, 0.1], [0.2, 0.2, -0.1], [0.2, 0.1, -0.2], [0.4, 0.1, 0.2], [0.1, 0.3, 0.0], [-0.1, -0.2, -0.2], [0.0, 0.0, 0.2], [0.3, 0.1, 0.2], [-0.2, 0.5, -0.5], [0.2, -0.7, 0.7], [0.0, -0.4, 0.6], [0.1, 0.0, 0.0], [-0.1, 0.1, 0.0], [-0.1, -0.3, 0.0], [-0.2, -0.1, 0.0], [-0.1, 0.1, 0.0], [-0.1, 0.0, -0.3], [0.1, 0.2, -0.3], [0.0, 0.6, -0.4]]}